ORCA calculation (wB97M-V/def2-TZVPD) on a molecular structure, C22H38NiO3P2S.

HOMO-LUMO gap (alpha / beta) in eV: 4.42 / 4.25
Spin multiplicity: 3
Expectation value of S²: 2.018

The geometry in XYZ format:
```
67
C22H38NiO3P2S (wB97M-V/def2-TZVPD)
Ni 1.14 0.73 2.30
S 2.97 -0.73 1.47
P -2.87 -2.45 -0.50
P -3.93 1.46 -1.12
O 2.53 -0.42 2.90
O 4.14 0.47 1.14
O 1.88 0.04 0.67
C -2.85 -3.35 1.04
C -4.96 1.89 0.27
C -1.43 1.90 -1.94
C 7.72 0.99 1.34
C -0.75 -0.14 -3.21
C -4.29 -0.24 -1.67
C -0.31 1.14 -2.38
C 6.41 1.04 0.87
C 5.81 -0.77 2.38
C 7.12 -0.80 2.84
C -4.28 -1.29 -0.53
C -4.37 2.52 -2.50
C 8.07 0.12 2.38
C -2.23 1.61 -0.78
C -3.39 -3.65 -1.78
C 0.18 2.38 2.53
C -1.40 -1.69 -1.26
C -0.86 -0.70 -0.17
C -1.60 -1.14 -2.59
C 5.45 0.20 1.45
C 9.44 0.19 2.99
C -1.76 0.47 0.23
H -3.49 -4.23 0.95
H -1.83 -3.68 1.27
H -0.69 -2.54 -1.27
H -0.50 2.28 3.40
H 0.36 0.85 -1.56
H -0.68 -1.28 0.75
H -5.46 2.64 -2.52
H 7.41 -1.53 3.60
H 9.63 1.19 3.41
H 0.19 -0.59 -3.59
H -2.63 0.06 0.76
H -2.15 -1.79 -3.28
H -2.61 -4.39 -1.96
H -5.95 2.16 -0.12
H -1.30 0.23 -4.09
H 5.09 -1.48 2.79
H 10.22 0.00 2.25
H -4.37 -0.84 0.47
H -3.23 -2.72 1.86
H -3.91 3.51 -2.37
H 8.47 1.65 0.91
H 0.92 3.18 2.72
H -4.04 2.10 -3.45
H -5.28 -0.22 -2.15
H 0.29 1.76 -3.07
H -3.57 -0.48 -2.48
H -4.54 2.76 0.79
H -2.24 2.54 -0.15
H -0.37 2.62 1.62
H -5.17 -1.92 -0.67
H 0.14 -0.39 -0.46
H -5.07 1.06 0.97
H 6.10 1.74 0.10
H -1.67 2.83 -2.47
H 9.53 -0.53 3.80
H -3.64 -3.16 -2.72
H -1.21 1.00 1.03
H -4.30 -4.18 -1.43
```

ORCA calculation (wB97M-V/def2-TZVPD) on a single C22H38O5 molecule.

HOMO-LUMO gap in eV: 9.83
Structure (SMILES): CCCC[C@@](C)(O)C/C=C/[C@H]1[C@@H](O)CC(=O)[C@@H]1CCCCCCC(=O)OC

The geometry in XYZ format:
```
65
C22H38O5 (wB97M-V/def2-TZVPD)
O -3.61 2.25 1.73
O -2.62 -1.71 2.59
O 2.88 -1.15 0.85
O -1.80 1.62 0.57
O 1.11 -3.53 0.21
C -2.87 2.18 0.62
C -4.86 1.12 -1.75
C -2.04 -1.58 0.25
C -4.71 -0.07 -0.81
C -0.78 -2.04 -0.48
C -1.86 -1.99 1.70
C 0.26 -0.96 -0.54
C -3.91 -1.22 -1.42
C -3.64 2.04 -1.79
C 5.39 2.42 1.17
C 5.92 3.18 -0.04
C 4.12 -1.94 -0.99
C -0.59 -2.78 1.84
C -0.23 -3.21 0.41
C 2.44 -0.06 -1.28
C -3.50 2.91 -0.53
C -3.11 1.60 2.89
C 1.27 -0.98 -1.40
C 3.50 -0.70 -0.34
C -3.35 -2.14 -0.33
C 4.63 0.31 -0.03
C 4.22 1.50 0.85
H 5.11 3.74 -0.52
H 4.83 -2.39 -0.31
H 6.35 2.50 -0.78
H -3.16 0.51 2.77
H -4.09 -2.25 0.47
H 2.41 -0.41 1.24
H -4.56 -1.79 -2.08
H 1.33 -1.76 -2.14
H -2.11 -0.49 0.24
H 3.44 2.08 0.35
H 5.07 3.14 1.92
H 1.66 -2.76 0.43
H -5.70 -0.44 -0.53
H 6.69 3.88 0.26
H -5.05 0.75 -2.76
H -0.99 -2.41 -1.48
H -4.23 0.27 0.11
H 2.90 0.13 -2.25
H 4.63 -1.67 -1.91
H 6.20 1.83 1.61
H 3.81 1.12 1.79
H -2.07 1.89 3.07
H -3.75 1.92 3.71
H 5.43 -0.23 0.49
H 3.34 -2.68 -1.20
H -3.15 -3.14 -0.74
H -3.72 2.70 -2.65
H -0.78 -4.13 0.16
H -5.73 1.72 -1.46
H 5.02 0.67 -0.98
H 2.11 0.89 -0.85
H -0.70 -3.61 2.53
H 0.18 -0.18 0.20
H -3.09 -0.83 -2.02
H 0.19 -2.12 2.22
H -2.85 3.76 -0.76
H -2.73 1.45 -1.90
H -4.47 3.30 -0.22
```

ORCA calculation (wB97M-V/def2-TZVPD) on a molecular structure, C22H39BrLiMgN2O10S3.

Total charge: +1
HOMO-LUMO gap in eV: 2.02

The geometry in XYZ format:
```
79
C22H39BrLiMgN2O10S3 (wB97M-V/def2-TZVPD)
Br -2.30 -3.79 6.68
S -5.99 4.00 1.88
S 5.05 -1.74 -2.92
S 1.45 -3.77 4.95
Mg 3.26 -1.37 4.00
O 4.69 -0.49 -3.56
O 1.29 -4.00 3.48
O 5.93 -1.80 -1.77
O -7.08 2.89 2.38
O -4.78 3.32 1.47
O 3.95 -1.11 -6.34
O -6.66 4.96 1.02
O -3.77 -2.46 2.19
O -4.63 -1.52 0.14
O -1.60 1.76 3.99
N -1.82 -0.68 2.83
N -1.36 -0.40 0.45
C -5.70 4.76 3.46
C 4.83 2.55 -0.80
C -0.07 -4.32 5.75
C 1.18 -2.00 5.25
C 2.39 4.04 -1.36
C -3.66 -1.48 1.25
C 3.92 1.18 -0.72
C 3.74 0.14 -6.96
C 3.55 -3.85 -3.51
C 5.67 -2.85 -4.17
C 1.46 2.66 -1.23
C -7.84 2.20 1.40
C -2.49 -0.35 1.49
C 3.56 -2.66 -2.56
C -1.06 2.12 -0.22
C 2.27 1.27 -0.93
C -1.68 0.54 3.45
C -1.65 0.63 -0.65
C 4.03 3.97 -1.15
C 5.01 -4.18 -3.85
C -7.04 1.10 0.74
C -0.16 2.84 -1.40
Li -1.11 -2.56 0.94
H 2.00 -1.44 4.79
H 3.09 0.01 -7.83
H -6.57 0.46 1.49
H -1.21 0.29 -1.69
H 4.53 -0.96 -5.57
H -3.03 0.69 1.48
H 5.49 -4.64 -2.98
H 3.61 -2.98 -1.51
H 0.24 -1.69 4.80
H 1.94 5.11 -1.59
H -5.38 3.99 4.16
H -0.58 2.49 -2.44
H 3.26 0.82 -6.25
H -0.38 4.00 -1.32
H -0.94 -3.86 5.27
H -4.92 5.51 3.33
H 4.67 4.95 -1.21
H -1.49 -1.33 -0.04
H 3.04 -4.71 -3.07
H -6.63 5.23 3.80
H 4.70 0.56 -7.29
H -8.25 2.90 0.66
H 1.17 -1.81 6.32
H -0.14 -5.41 5.66
H 5.99 2.54 -0.62
H -7.67 0.49 0.09
H 2.69 -2.02 -2.71
H 4.43 0.14 -0.49
H 1.67 0.26 -0.85
H 5.34 -2.48 -5.15
H -2.02 2.80 -0.05
H -2.84 0.64 -0.75
H -8.70 1.76 1.92
H 3.02 -3.59 -4.43
H -6.23 1.52 0.13
H 6.76 -2.89 -4.13
H -0.52 2.06 0.82
H -0.04 -4.05 6.81
H 5.08 -4.88 -4.68
```

ORCA calculation (wB97M-V/def2-TZVPD) on 4 unconnected molecules or ions with the total composition C22H39N2O10S.

Total charge: -1
HOMO-LUMO gap in eV: 3.78

The geometry in XYZ format:
```
74
C22H39N2O10S (wB97M-V/def2-TZVPD)
S 3.85 -6.41 -2.74
O 3.95 6.86 2.40
O -2.00 3.00 0.94
O -3.79 -5.08 -2.80
O -2.78 2.23 -1.08
O -0.63 2.08 -0.65
O 1.87 6.16 2.32
O 2.27 8.39 2.73
O -2.65 -6.94 -3.08
O -3.48 -5.88 -4.94
O 4.96 -0.03 1.93
N 2.65 -7.01 -1.56
N 1.63 -3.18 1.46
C 1.77 -3.86 0.09
C -5.97 -4.43 -3.64
C -4.56 -3.99 -3.32
C 0.48 2.36 0.19
C 2.02 2.13 3.90
C -3.31 -5.95 -3.73
C 2.66 7.25 2.51
C 2.35 -0.76 2.32
C -4.29 4.12 -0.94
C 1.56 -5.96 -1.48
C -1.83 2.48 -0.15
C -2.17 -7.97 -3.93
C 0.77 1.06 3.77
C 2.71 -2.12 1.46
C 0.90 -0.40 2.99
C -0.03 7.00 1.05
C 3.49 1.75 3.28
C 4.89 7.93 2.50
C 1.29 -5.42 0.08
C -4.11 2.63 -0.73
C 3.63 0.31 2.50
C 0.46 6.40 2.36
H 0.20 7.04 3.22
H -4.58 -3.22 -2.54
H 0.01 -1.17 2.88
H -3.66 4.70 -0.26
H -1.57 -7.57 -4.75
H -3.01 -8.56 -4.31
H -6.59 -3.57 -3.94
H 2.93 -3.86 -0.22
H 4.73 8.52 3.41
H -4.79 2.09 -1.39
H 1.17 -3.24 -0.72
H 1.92 -5.04 -2.15
H 4.81 -0.24 0.96
H 1.82 3.16 4.44
H 3.77 -2.58 1.73
H 4.41 2.50 3.36
H -5.98 -5.16 -4.45
H 0.56 -6.33 -1.99
H 0.28 6.37 0.21
H 0.66 3.44 0.21
H 4.83 8.56 1.61
H -0.03 5.43 2.52
H 1.89 -6.09 0.85
H -4.35 2.33 0.30
H 1.36 1.87 -0.23
H -1.12 7.09 1.05
H 0.67 -2.75 1.44
H -4.06 -3.54 -4.19
H -0.29 1.32 4.25
H -6.43 -4.91 -2.77
H 0.16 -5.50 0.36
H 2.81 -1.76 0.33
H -1.53 -8.63 -3.34
H 3.18 -5.74 -3.79
H 0.40 7.99 0.89
H 5.89 7.49 2.55
H -4.01 4.41 -1.96
H 0.32 1.98 1.20
H -5.33 4.42 -0.77
```

ORCA calculation (wB97M-V/def2-TZVPD) on a molecular structure, C22H39N3O7S3Zr.

Total charge: +2
HOMO-LUMO gap in eV: 7.23

The geometry in XYZ format:
```
75
C22H39N3O7S3Zr (wB97M-V/def2-TZVPD)
Zr -0.29 -0.63 0.65
S -4.73 -2.59 1.50
S -1.74 -2.30 2.07
S 0.26 2.26 -1.47
O -0.30 1.16 -0.56
O 2.32 -0.01 0.43
O -0.33 -2.68 -0.54
O 1.28 -1.17 -1.93
O -2.05 -0.82 -0.99
O 1.03 -1.50 1.85
O 2.49 -3.18 1.67
N 0.13 1.36 2.20
N -2.20 0.28 1.63
N -3.45 -0.35 1.50
C -0.95 1.88 2.81
C 4.21 -1.53 0.13
C -0.28 4.42 0.17
C 1.45 3.01 3.34
C 0.81 -3.31 -1.15
C 2.23 -2.01 1.59
C -1.61 -3.14 -1.02
C -0.39 1.88 -3.11
C -2.21 1.24 2.47
C 2.16 -0.40 -2.73
C 3.21 -0.94 1.11
C 1.30 1.94 2.47
C -2.28 -2.01 -1.75
C -4.23 -4.21 2.10
C 3.91 -0.30 2.30
C -3.04 0.18 -1.33
C -0.72 3.73 -1.11
C 0.33 2.69 -4.18
C 1.20 -2.52 -2.38
C -3.30 -1.62 1.71
C -0.90 2.94 3.70
C 0.33 3.51 3.98
H -3.35 -2.20 -1.82
H 0.01 2.35 -5.16
H -4.02 -0.16 -1.02
H -3.02 0.35 -2.40
H 2.16 1.52 1.97
H 4.61 -1.01 2.73
H -3.13 1.52 2.97
H -0.49 3.82 1.05
H 2.17 -2.87 -2.74
H -2.78 1.09 -0.79
H -1.81 3.29 4.16
H 0.41 4.33 4.68
H 4.92 -0.78 -0.19
H -1.47 2.06 -3.10
H -1.76 3.40 -1.08
H 0.56 -4.35 -1.39
H 3.17 -0.81 -2.70
H -3.35 -4.59 1.58
H 4.48 0.57 1.98
H 2.85 0.61 -0.10
H 1.60 -3.32 -0.42
H -1.88 -1.86 -2.76
H 0.78 4.67 0.15
H 2.19 0.61 -2.32
H -0.83 5.36 0.26
H 3.69 -1.94 -0.74
H 4.75 -2.34 0.61
H -0.58 4.36 -1.98
H -5.08 -4.86 1.89
H -0.22 0.81 -3.22
H 0.47 -2.61 -3.19
H 3.20 -0.01 3.08
H 0.11 3.75 -4.11
H -1.46 -4.00 -1.68
H -2.18 -3.44 -0.15
H 1.83 -0.35 -3.77
H 2.43 3.41 3.52
H 1.41 2.55 -4.12
H -4.05 -4.19 3.17
```

ORCA calculation (wB97M-V/def2-TZVPD) on 4 unconnected molecules or ions with the total composition C22H39NO10S4.

HOMO-LUMO gap in eV: 8.45

The geometry in XYZ format:
```
76
C22H39NO10S4 (wB97M-V/def2-TZVPD)
S 4.83 -2.90 4.28
S 4.37 0.74 8.64
S 3.75 0.36 -0.90
S -2.05 -2.54 -3.72
O -2.13 5.41 -2.11
O -2.68 -3.87 -3.26
O 4.19 -4.06 3.57
O 2.54 0.91 -0.22
O -1.62 4.25 -4.26
O -3.04 -1.62 -4.79
O 4.41 -0.58 7.93
O -6.19 -0.27 -1.32
O -8.02 -1.20 -2.64
O -0.73 -2.83 -4.54
N -0.10 -3.45 -1.60
C 2.63 1.13 8.96
C -7.11 -0.22 -2.46
C 1.74 -3.04 0.51
C -2.77 3.30 -4.43
C -1.56 -1.38 -2.32
C -1.44 4.48 -2.82
C -2.21 1.77 -4.80
C -4.90 0.20 -4.96
C -7.17 1.01 -3.58
C 0.30 -0.95 -0.33
C 3.97 -1.40 3.74
C -5.67 1.42 -4.17
C 5.20 1.11 -0.12
C -2.58 0.68 -3.63
C -3.66 -0.47 -4.06
C -1.16 0.05 -3.02
C 0.95 -3.85 -0.63
C 1.46 -1.45 0.70
C 4.19 -2.88 5.97
C 4.81 0.44 10.37
C 3.93 1.21 -2.48
C -0.35 -2.00 -1.35
H 2.53 -3.59 1.20
H -2.61 1.51 -5.87
H -5.70 -0.67 -5.08
H -0.04 0.17 -0.33
H 5.86 0.14 10.42
H 2.15 0.29 9.46
H 4.18 -0.35 10.78
H 2.14 1.32 8.00
H 3.91 2.29 -2.33
H -4.21 -0.97 -3.13
H 2.89 -1.52 3.87
H -2.52 -1.29 -1.62
H -3.48 3.69 -5.30
H -7.96 0.83 -4.42
H 2.57 2.03 9.58
H -3.39 3.34 -3.44
H -1.03 1.90 -4.90
H 3.11 0.92 -3.13
H -5.08 1.86 -3.25
H 4.57 -3.76 6.50
H 1.26 -5.01 -0.72
H 4.88 0.92 -2.95
H -5.83 2.34 -4.91
H 2.00 -0.75 1.47
H 4.19 -1.24 2.68
H 5.09 2.20 -0.11
H 4.54 -1.98 6.48
H 6.10 0.83 -0.66
H -0.73 0.86 -2.28
H 4.32 -0.55 4.32
H -7.54 1.96 -2.97
H -4.56 0.49 -6.06
H 5.27 0.75 0.91
H -6.66 0.10 -0.50
H 4.67 1.36 10.95
H -3.04 1.30 -2.72
H -0.63 3.87 -2.19
H -0.43 -0.18 -3.92
H 3.10 -2.91 5.96
```

no.,energy (hartree)
1,-3675.66347
2,-1237.30119
3,-5698.72297
4,-2121.40272
5,-2793.86376
6,-3260.94865